C3H25N3O11 | ωB97M-V with the def2-TZVPD basis set

As for the net charge: 0. As for the SMILES: NC(=O)CNC(N)=O.O.O.O.O.O.O.O.O.O. As for the LUMO energy: -0.049 eV. For the total energy, the calculation gives -30511.091 eV. The multiplicity is 1. As for the highest occupied orbital energy: -9.861 eV.

Each line ends with the Löwdin charge.
Geometry (Å):
N  -3.199  -1.596  1.278  0.15
C  -2.045  -1.185  1.952  -0.50
O  -1.928  -1.517  3.107  0.07
C  -1.028  -0.426  1.100  -0.11
N  -0.924  -0.881  -0.275  0.10
C  -0.425  -0.085  -1.264  -0.58
N  -0.254  1.266  -1.061  0.19
O  -0.372  -0.559  -2.398  0.01
H  -3.967  -1.733  1.918  0.10
H  -3.409  -1.009  0.451  0.08
H  -0.095  -0.494  1.661  0.09
H  -1.341  0.632  1.168  0.12
H  -0.811  -1.883  -0.325  0.11
H  -0.041  1.625  -0.142  0.05
H  0.361  1.701  -1.735  0.12
O  2.377  2.326  0.946  -0.08
H  2.776  1.448  1.067  0.00
H  2.118  2.491  1.860  0.03
O  3.333  0.363  -1.697  -0.04
H  4.097  0.930  -1.598  0.04
H  3.037  -0.066  -0.888  0.02
O  -3.837  1.112  -0.846  -0.05
H  -3.076  0.807  -1.351  0.02
H  -4.038  2.019  -1.100  0.04
O  2.355  -0.308  1.993  -0.04
H  1.481  -0.531  1.660  0.00
H  2.392  -0.759  2.843  0.07
O  1.263  -3.165  0.737  -0.06
H  0.722  -3.159  -0.062  -0.01
H  2.186  -3.406  0.592  0.05
O  -0.320  2.347  2.735  -0.06
H  -0.302  2.583  1.791  -0.02
H  -0.675  3.107  3.191  0.04
O  1.789  -2.080  -3.794  -0.07
H  1.002  -1.959  -4.347  0.04
H  1.886  -1.185  -3.403  0.03
O  -0.066  -3.130  -1.942  -0.08
H  -0.167  -2.365  -2.536  0.00
H  0.606  -3.734  -2.248  0.04
O  -0.450  4.193  0.652  -0.04
H  0.249  4.426  0.038  0.06
H  -1.260  3.840  0.272  0.05

***

C3H26O10 | ωB97M-V with the def2-TZVPD basis set

As for the net charge: 0. For the energy above the lowest of the compared OMol25 structures with the same formula, charge and spin, the calculation gives 13.8 kcal/mol. As for the SMILES: CC(C)O.O.O.O.O.O.O.O.O.O. As for the LUMO energy: -0.514 eV. For the total energy, the calculation gives -24008.187 eV. The multiplicity is 1. As for the highest occupied orbital energy: -10.171 eV.

Each line ends with the Löwdin charge.
Geometry (Å):
C  0.645  -3.964  -1.768  -0.06
C  0.512  -3.624  -0.297  -0.50
C  -0.781  -2.885  0.012  -0.04
O  0.629  -4.800  0.511  -0.06
H  0.491  -3.049  -2.365  0.08
H  -0.205  -4.561  -2.117  0.08
H  1.614  -4.357  -2.061  0.08
H  1.373  -3.022  -0.007  0.11
H  -1.572  -3.218  -0.668  0.09
H  -0.690  -1.810  -0.148  0.06
H  -1.087  -3.106  1.031  0.08
H  -0.071  -5.412  0.261  0.09
O  -1.040  4.766  0.909  -0.07
H  -0.543  4.504  1.696  0.00
H  -0.627  4.277  0.193  0.01
O  1.005  3.315  2.369  -0.06
H  1.139  3.128  3.303  0.05
H  1.415  2.565  1.907  -0.01
O  -0.615  0.583  0.510  -0.07
H  0.140  0.138  0.910  0.02
H  -0.244  1.033  -0.270  0.01
O  2.490  1.332  0.970  -0.05
H  3.092  1.611  0.274  0.06
H  2.650  0.384  1.097  0.02
O  -3.091  1.409  1.930  -0.06
H  -3.270  0.477  1.773  0.03
H  -2.128  1.465  1.920  0.01
O  1.969  -1.271  1.814  -0.03
H  2.004  -1.192  2.774  0.07
H  2.413  -2.104  1.621  0.06
O  -2.823  0.434  -1.272  -0.07
H  -2.192  0.510  -0.541  -0.03
H  -3.378  1.216  -1.181  0.04
O  -0.809  3.971  -2.807  -0.05
H  -0.863  3.805  -3.752  0.03
H  -0.396  3.186  -2.427  -0.02
O  0.653  1.526  -1.799  -0.03
H  1.578  1.413  -1.560  0.05
H  0.609  1.327  -2.741  0.08

***

C3H26O11 | ωB97M-V with the def2-TZVPD basis set

As for the net charge: 0. For the energy above the lowest of the compared OMol25 structures with the same formula, charge and spin, the calculation gives 0.0 kcal/mol. As for the SMILES: C/C=C/O.O.O.O.O.O.O.O.O.O.O. As for the LUMO energy: 0.302 eV. For the total energy, the calculation gives -26057.485 eV. The multiplicity is 1. As for the highest occupied orbital energy: -9.017 eV.

Each line ends with the Löwdin charge.
Geometry (Å):
C  -1.771  -2.126  2.134  -0.11
C  -2.110  -0.756  1.626  -0.16
C  -1.522  -0.237  0.554  -0.23
O  -1.822  1.034  0.138  -0.05
H  -2.671  -2.725  2.296  0.07
H  -1.089  -2.680  1.486  0.08
H  -1.286  -2.099  3.112  0.07
H  -2.879  -0.203  2.146  0.11
H  -0.762  -0.750  -0.020  0.11
H  -1.614  1.155  -0.831  0.04
O  -1.243  1.275  -2.415  -0.06
H  -1.022  0.361  -2.686  0.03
H  -0.404  1.776  -2.342  0.03
O  0.676  0.662  3.124  -0.06
H  -0.204  0.318  3.293  0.04
H  1.175  -0.080  2.698  0.02
O  0.469  2.391  1.080  -0.10
H  0.585  1.901  1.939  0.03
H  -0.411  2.056  0.785  0.04
O  3.077  1.416  0.727  -0.05
H  2.167  1.762  0.843  0.02
H  3.647  2.041  1.185  0.08
O  -0.862  -1.478  -2.641  -0.07
H  -0.811  -1.892  -3.508  0.08
H  -1.728  -1.762  -2.263  0.03
O  -3.269  -1.907  -1.464  -0.03
H  -3.216  -2.329  -0.597  0.06
H  -3.571  -1.014  -1.248  0.07
O  2.037  -1.179  1.679  -0.07
H  2.709  -0.522  1.437  0.03
H  1.690  -1.450  0.798  0.02
O  3.067  0.443  -1.905  -0.07
H  3.320  0.704  -0.998  0.02
H  2.464  1.169  -2.137  0.03
O  1.459  -1.695  -0.977  -0.09
H  0.663  -1.695  -1.546  0.01
H  2.038  -0.998  -1.373  0.02
O  0.998  2.735  -1.628  -0.05
H  0.921  2.714  -0.647  0.02
H  1.102  3.664  -1.857  0.07

***

C3H27O11Y | ωB97M-V with the def2-TZVPD basis set

As for the net charge: +2. For the energy above the lowest of the compared OMol25 structures with the same formula, charge and spin, the calculation gives 0.0 kcal/mol. As for the LUMO energy: -9.670 eV. For the total energy, the calculation gives -27099.199 eV. The multiplicity is 1. As for the highest occupied orbital energy: -15.701 eV.

Each line ends with the Löwdin charge.
Geometry (Å):
Y  13.012  -7.179  -10.942  2.07
C  12.708  -3.352  -9.716  -0.05
C  12.983  -3.706  -11.175  -0.54
C  14.411  -3.403  -11.565  -0.06
O  12.486  -4.993  -11.496  -0.35
H  13.054  -2.344  -9.509  0.09
H  13.129  -4.108  -9.042  0.06
H  11.634  -3.386  -9.514  0.09
H  12.360  -2.983  -11.727  0.14
H  15.127  -4.030  -11.018  0.06
H  14.689  -2.372  -11.368  0.08
H  14.631  -3.567  -12.625  0.08
O  10.998  -3.398  -6.780  -0.06
H  11.527  -2.579  -6.849  -0.01
H  11.622  -4.016  -6.386  -0.01
O  15.059  -6.480  -11.986  -0.12
H  15.355  -6.560  -12.909  0.11
H  15.823  -6.095  -11.477  0.05
O  16.990  -1.498  -11.925  -0.05
H  16.470  -1.055  -12.606  0.05
H  17.451  -2.203  -12.391  0.03
O  9.719  -3.446  -12.471  -0.04
H  10.469  -3.754  -11.952  -0.02
H  9.964  -3.597  -13.392  0.05
O  12.624  -1.138  -6.993  -0.04
H  12.710  -0.758  -6.108  0.09
H  12.940  -0.446  -7.586  0.07
O  15.385  -2.249  -7.538  -0.06
H  14.461  -2.308  -7.807  -0.03
H  15.642  -1.343  -7.740  0.05
O  17.087  -5.592  -10.147  -0.04
H  17.250  -4.936  -9.454  0.08
H  17.818  -5.464  -10.769  0.08
O  11.779  -6.412  -8.993  -0.13
H  11.105  -5.710  -9.085  0.10
H  12.140  -6.295  -8.061  0.05
O  12.958  -5.654  -6.703  -0.03
H  13.091  -5.770  -5.748  0.11
H  13.860  -5.642  -7.050  0.08
O  12.855  -4.896  -14.613  -0.05
H  13.759  -4.638  -14.825  0.04
H  12.698  -4.561  -13.719  -0.01

***

C3H28N2O13 | ωB97M-V with the def2-TZVPD basis set

As for the net charge: 0. For the energy above the lowest of the compared OMol25 structures with the same formula, charge and spin, the calculation gives 94.9 kcal/mol. As for the SMILES: NC(=O)NCC=O.O.O.O.O.O.O.O.O.O.O.O. As for the LUMO energy: -0.100 eV. For the total energy, the calculation gives -33161.811 eV. The multiplicity is 1. As for the highest occupied orbital energy: -9.811 eV.

Each line ends with the Löwdin charge.
Geometry (Å):
N  -0.645  0.894  -2.208  0.18
C  -0.296  0.120  -1.102  -0.54
O  0.595  -0.701  -1.175  0.02
N  -1.033  0.317  0.080  0.06
C  -2.430  0.825  -0.045  -0.14
C  -3.331  0.360  1.131  -0.24
O  -4.498  0.600  1.093  0.07
H  -0.036  0.846  -2.964  0.07
H  -0.660  1.900  -2.109  0.08
H  -0.895  -0.505  0.692  0.07
H  -3.003  0.718  -1.017  0.14
H  -2.201  1.888  0.176  0.09
H  -2.778  0.058  2.122  0.14
O  2.321  -1.338  -3.058  -0.01
H  2.637  -0.886  -3.781  0.01
H  1.703  -0.975  -2.463  -0.05
O  -1.462  -2.425  0.897  -0.09
H  -0.850  -3.189  0.846  0.04
H  -1.276  -2.090  -0.037  0.07
O  1.257  -3.803  0.031  -0.13
H  1.220  -4.648  -0.566  0.11
H  1.153  -2.989  -0.626  0.09
O  2.256  1.887  -2.728  -0.09
H  1.596  2.112  -1.993  0.03
H  2.843  1.307  -2.235  -0.02
O  -2.622  3.273  -2.058  -0.06
H  -3.207  3.206  -1.262  0.06
H  -2.949  2.833  -2.821  0.03
O  -3.100  -1.903  3.488  -0.08
H  -2.405  -1.353  3.886  0.03
H  -2.644  -2.764  3.388  0.04
O  3.210  -0.064  -0.852  -0.10
H  3.123  -0.821  -1.439  0.00
H  4.168  0.243  -1.041  0.11
O  3.365  -2.432  2.010  0.03
H  3.747  -2.066  1.289  -0.03
H  2.617  -2.846  1.686  -0.04
O  0.197  -1.040  2.372  -0.10
H  0.385  -1.992  2.393  0.03
H  1.122  -0.801  2.014  0.09
O  -1.077  3.116  2.576  -0.07
H  -0.463  2.392  2.767  0.03
H  -1.094  3.119  1.579  0.04
O  1.902  2.919  0.032  -0.05
H  1.206  3.590  0.161  0.05
H  2.331  3.104  0.868  0.04

***

C3H29N2O10S | ωB97M-V with the def2-TZVPD basis set

As for the net charge: -1. For the energy above the lowest of the compared OMol25 structures with the same formula, charge and spin, the calculation gives 83.4 kcal/mol. As for the LUMO energy: 2.638 eV. For the total energy, the calculation gives -37870.668 eV. The multiplicity is 1. As for the highest occupied orbital energy: -4.258 eV.

Each line ends with the Löwdin charge.
Geometry (Å):
C  -0.795  0.276  -0.437  -0.22
C  -1.290  -0.710  -1.546  -0.53
S  -0.176  -0.778  -3.141  0.31
N  0.729  0.218  -0.196  -0.10
C  1.659  1.044  -0.930  -0.31
N  1.923  2.077  0.016  0.03
H  -1.246  -0.072  0.508  0.08
H  -1.143  1.343  -0.720  0.11
H  -1.083  -1.751  -1.320  -0.02
H  -2.227  -0.431  -2.011  0.03
H  0.946  -0.781  -0.219  0.07
H  2.611  0.556  -0.966  0.11
H  1.368  1.424  -1.941  0.08
H  2.445  1.793  0.771  0.03
H  1.185  2.625  0.350  0.03
H  -0.020  -2.673  -0.257  -0.02
H  -0.363  -3.823  -0.906  0.02
O  -0.254  -3.556  -0.012  -0.06
H  -1.525  2.339  -3.717  0.11
H  -1.068  1.265  -2.926  -0.13
O  -0.980  2.190  -2.858  -0.15
H  2.226  -1.531  1.341  -0.04
H  3.192  -2.493  1.913  0.07
O  2.870  -2.160  1.033  -0.07
H  -0.554  -3.550  2.324  -0.01
H  0.501  -2.796  1.641  0.03
O  -0.101  -2.784  2.425  -0.03
H  -1.030  4.087  1.586  0.00
H  -0.918  3.729  0.194  0.03
O  -1.064  4.524  0.762  -0.05
H  0.981  0.386  1.707  -0.05
H  0.161  -0.766  2.079  -0.04
O  0.927  -0.277  2.294  -0.01
H  -3.100  0.714  3.239  -0.05
H  -3.137  0.965  1.715  0.03
O  -3.541  1.191  2.579  -0.06
H  0.733  2.864  -3.455  0.03
H  0.674  3.381  -1.895  -0.01
O  1.097  3.406  -2.739  -0.10
H  0.575  -3.056  -2.742  -0.09
H  1.912  -2.623  -2.067  0.12
O  1.211  -3.456  -2.146  -0.19
H  -1.629  -1.441  3.910  0.00
H  -0.956  -0.336  3.082  0.04
O  -1.726  -0.554  3.682  -0.04

***

C3H2AgO2 | ωB97M-V with the def2-TZVPD basis set

As for the net charge: +1. For the energy above the lowest of the compared OMol25 structures with the same formula, charge and spin, the calculation gives 53.5 kcal/mol. As for the LUMO energy: -6.319 eV. For the total energy, the calculation gives -11224.481 eV. The multiplicity is 1. As for the highest occupied orbital energy: -14.370 eV.

Each line ends with the Löwdin charge.
Geometry (Å):
O  1.248  -1.617  0.387  0.11
C  0.166  -1.295  -0.050  -0.27
C  -0.795  0.241  1.409  -0.09
H  -0.418  0.494  2.406  0.18
C  -0.382  0.134  0.082  -0.03
O  -1.901  0.501  0.855  0.13
H  -0.405  -1.909  -0.781  0.14
Ag  0.070  1.689  -1.904  0.84

***

C3H2AlFO | ωB97M-V with the def2-TZVPD basis set

As for the net charge: +1. Its expectation value of S² is 0.760. For the energy above the lowest of the compared OMol25 structures with the same formula, charge and spin, the calculation gives 0.0 kcal/mol. As for the LUMO energy (alpha / beta): -6.633 / -7.816 eV. For the total energy, the calculation gives -14494.149 eV. The multiplicity is 2. As for the highest occupied orbital energy (alpha / beta): -14.383 / -14.944 eV.

Each line ends with the Mulliken spin population.
Geometry (Å):
C  1.138  0.217  0.437  -0.03
O  -1.139  -1.102  0.995  0.27
C  -1.112  -0.536  -0.110  0.24
C  0.159  0.165  -0.471  0.07
F  2.403  0.505  0.097  0.00
H  1.009  0.169  1.518  0.00
H  0.180  0.825  -1.342  0.00
Al  -2.639  -0.244  -1.124  0.45

***

C3H2AlFO2 | ωB97M-V with the def2-TZVPD basis set

As for the net charge: +3. Its expectation value of S² is 0.751. For the energy above the lowest of the compared OMol25 structures with the same formula, charge and spin, the calculation gives 0.0 kcal/mol. As for the LUMO energy (alpha / beta): -19.505 / -19.512 eV. For the total energy, the calculation gives -16508.622 eV. The multiplicity is 2. As for the highest occupied orbital energy (alpha / beta): -26.291 / -29.161 eV.

Each line ends with the Mulliken spin population.
Geometry (Å):
O  0.156  2.280  -0.223  0.01
H  -0.014  -1.631  0.888  0.00
O  0.938  0.103  0.207  0.35
C  -0.038  -0.963  0.018  0.02
C  -1.076  0.102  -0.035  0.00
C  -0.114  1.172  0.086  0.04
F  -2.356  0.080  0.058  0.00
Al  2.555  0.235  0.031  0.58
H  -0.051  -1.378  -1.030  0.00

***

C3H2BaLiO3 | ωB97M-V with the def2-TZVPD basis set

As for the net charge: +1. For the energy above the lowest of the compared OMol25 structures with the same formula, charge and spin, the calculation gives 77.3 kcal/mol. As for the LUMO energy (alpha / beta): -4.401 / -4.400 eV. For the total energy, the calculation gives -10174.089 eV. The multiplicity is 1. As for the highest occupied orbital energy (alpha / beta): -7.404 / -7.404 eV.

Each line ends with the Löwdin charge.
Geometry (Å):
C  -1.401  1.377  -1.103  0.06
C  -0.161  0.981  -1.245  -0.28
O  0.875  0.876  -1.832  -0.20
Ba  3.599  0.584  -1.591  0.93
H  -2.215  0.680  -1.221  0.08
H  -1.637  2.350  -0.702  0.09
O  -1.313  -1.316  2.065  0.20
C  -0.347  -1.242  1.457  -0.41
Li  1.673  -2.808  2.847  0.68
O  0.929  -1.483  1.325  -0.15